[1]
The following is a DFT calculation (ωB97M-V/def2-TZVPD) of a single C3H6N4O molecule.

Geometry as XYZ:
```
14
Properties=species:S:1:pos:R:3:forces:R:3
H 0.791263 -2.048110 -0.732243 -2.00 0.52 1.74
N -0.160054 -1.911447 -0.221067 0.77 2.98 1.72
C -0.195194 -0.653529 0.354350 0.84 -5.81 -3.85
C 0.741233 0.326595 0.116324 0.25 3.67 -0.23
N 1.986734 -0.230561 0.277468 4.43 2.90 -5.20
C 0.030714 1.545560 -0.266210 4.71 -3.28 2.94
N -1.262173 1.307949 0.211280 3.66 1.31 1.50
N -1.303757 -0.054370 0.746020 -5.50 2.07 -2.28
O -2.394900 -0.588088 -0.064565 0.85 -3.25 1.53
H 2.678085 0.236050 -0.591184 -1.78 -2.09 4.26
H 2.351713 -0.561741 1.178018 -0.19 0.71 -0.86
H 0.630988 2.506666 -0.497912 -1.91 -1.50 0.31
H -1.841887 1.721687 -0.443323 -3.11 -0.68 -1.00
H -2.052763 -1.596656 -0.066960 -1.03 2.46 -0.57
```
Positions in Å, forces in eV/Å.

Output
- Energy above the lowest of the compared OMol25 structures with the same formula, charge and spin: 175.93 kcal/mol
- SMILES: [H]/N=c1\c(N)c[nH]n1O
- E_LUMO: 0.31 eV
- Kohn-Sham gap: 0.2901 Ha
- F_max: 7.421 eV/A
- HOMO level: -7.59 eV

[2]
The following is a DFT calculation (ωB97M-V/def2-TZVPD) of a single C3H6N4O molecule.

Geometry as XYZ:
```
14
Properties=species:S:1:pos:R:3:forces:R:3
N 1.771791 0.453309 -1.369364 -0.36 2.65 -4.08
C 0.630404 0.372454 -0.590626 2.77 1.61 -0.85
N -0.440701 1.054530 -0.948043 -0.73 -2.48 -0.11
C -1.626388 0.273288 -0.606227 -0.21 1.28 -1.28
O -2.685012 0.228816 -1.262658 2.58 0.35 1.72
N -1.409707 -0.466249 0.520644 -0.23 -0.05 0.14
C -0.251504 -0.434153 1.384445 -1.53 0.60 0.34
N 0.873939 -0.318023 0.531767 1.33 -2.73 1.83
H 1.516794 1.068847 -2.260087 0.84 -1.89 2.58
H 2.789553 0.541067 -1.158289 -1.74 -0.29 0.66
H -2.231429 -0.790132 0.929533 -1.47 -0.88 0.59
H -0.263966 0.376469 2.124568 -0.14 0.34 -0.21
H -0.341882 -1.335717 1.972999 0.70 -0.48 -0.02
H 1.668108 -1.024507 0.731337 -1.81 1.97 -1.31
```
Positions in Å, forces in eV/Å.

Output
- Energy above the lowest of the compared OMol25 structures with the same formula, charge and spin: 23.22 kcal/mol
- SMILES: NC1=NC(=O)NCN1
- E_LUMO: 0.45 eV
- Kohn-Sham gap: 0.3551 Ha
- F_max: 4.874 eV/A
- HOMO level: -9.21 eV

[3]
The following is a DFT calculation (ωB97M-V/def2-TZVPD) of a single C3H6N4O molecule.

Geometry as XYZ:
```
14
Properties=species:S:1:pos:R:3:forces:R:3
C 2.170041 1.113905 0.976446 -0.14 -0.12 0.16
N 1.120699 1.612243 1.502400 1.23 0.08 0.51
N -0.027509 0.867928 1.483098 -0.75 0.58 0.40
C -0.459810 0.281405 0.387071 -0.27 -1.82 -2.58
N -1.687272 -0.076736 0.203648 0.56 -0.07 1.23
C -2.001282 -0.882244 -0.859879 0.46 -0.12 -1.67
N -1.341534 -1.509669 -1.788316 -0.08 -0.25 0.80
O 0.077750 -1.584411 -1.603390 -0.11 0.41 -0.50
H 2.220934 0.141610 0.460426 -0.15 0.31 0.28
H 3.112238 1.654241 1.102930 -0.49 0.08 -0.20
H -0.819101 1.214374 2.002273 0.30 0.50 0.67
H 0.272015 0.073349 -0.388239 0.18 0.17 0.20
H -3.069634 -0.981961 -1.023393 0.03 0.02 -0.10
H 0.432465 -1.924034 -2.455074 -0.79 0.22 0.81
```
Positions in Å, forces in eV/Å.

Output
- Energy above the lowest of the compared OMol25 structures with the same formula, charge and spin: 100.68 kcal/mol
- SMILES: C=NN/C=N/C=N\O
- E_LUMO: 0.41 eV
- Kohn-Sham gap: 0.3312 Ha
- F_max: 3.169 eV/A
- HOMO level: -8.61 eV

[4]
The following is a DFT calculation (ωB97M-V/def2-TZVPD) of 2 unconnected molecules or ions with the total composition C3H6N4O.

Geometry as XYZ:
```
14
Properties=species:S:1:pos:R:3:forces:R:3
C -0.797862 1.646025 1.783967 -1.06 1.16 -1.85
C -1.387800 -0.940399 0.035855 1.31 3.72 0.54
C 0.185780 0.764280 -0.872485 -0.05 1.26 -0.10
N -1.948109 -2.018758 -0.588724 -1.09 -0.16 1.25
N -1.218527 -2.363073 -1.564493 1.70 -0.64 -0.89
N -0.173670 -1.562834 -1.642301 0.20 0.29 -1.43
N -0.279308 -0.570015 -0.748222 -1.11 -1.81 0.71
O -1.709374 -0.201103 1.002085 -0.53 -1.48 -0.75
H -1.709295 2.078141 2.236513 0.30 -0.85 0.28
H -0.213190 1.003780 2.365831 0.46 -1.02 1.63
H 1.237213 0.773168 -1.217110 -0.35 0.20 0.82
H -0.390739 1.393942 -1.592042 0.09 -0.83 0.10
H -0.153666 1.189585 0.147493 1.42 0.31 -0.95
H 0.628549 -1.633521 -2.298722 -1.29 -0.15 0.63
```
Positions in Å, forces in eV/Å.

Output
- Energy above the lowest of the compared OMol25 structures with the same formula, charge and spin: 176.95 kcal/mol
- E_LUMO: 0.23 eV
- Kohn-Sham gap: 0.3082 Ha
- F_max: 3.984 eV/A
- HOMO level: -8.16 eV

[5]
The following is a DFT calculation (ωB97M-V/def2-TZVPD) of a molecular structure, C3H6N4O.

Geometry as XYZ:
```
14
Properties=species:S:1:pos:R:3:forces:R:3
C 1.251925 0.884650 1.074023 -0.02 -1.13 -2.51
C 0.463363 0.424530 -0.222749 1.42 -1.21 4.09
C -0.184321 -0.801828 -0.026335 1.24 7.59 -9.80
H -0.305198 2.233523 2.116345 1.31 -5.36 -0.07
H -0.992948 -0.051618 2.123676 4.40 3.65 -0.76
H 2.038002 -0.164615 1.268291 -2.02 3.73 -0.27
H 1.811264 1.992966 0.824050 -1.47 -3.34 1.50
H -0.310872 2.023861 -1.635273 2.62 -4.59 0.51
H -1.396770 -2.039300 0.920137 5.12 1.74 -0.25
N 0.169089 0.866054 2.130632 -2.95 3.72 1.42
N 0.112709 0.802469 -1.460304 2.01 11.00 1.79
N -0.684507 0.072344 -2.018052 -3.67 -6.07 -1.18
N -0.785587 -0.987567 -1.204476 -2.60 -1.56 -1.83
O -0.213901 -1.539004 0.912319 -5.39 -8.16 7.36
```
Positions in Å, forces in eV/Å.

Output
- Energy above the lowest of the compared OMol25 structures with the same formula, charge and spin: 277.82 kcal/mol
- E_LUMO: -0.47 eV
- Kohn-Sham gap: 0.2954 Ha
- F_max: 12.459 eV/A
- HOMO level: -8.51 eV

[6]
The following is a DFT calculation (ωB97M-V/def2-TZVPD) of a single C3H6N4S molecule.

Geometry as XYZ:
```
14
Properties=species:S:1:pos:R:3:forces:R:3
C -1.263844 1.754948 -0.020761 1.13 -2.21 2.66
N -1.910615 0.750038 -0.778074 -1.27 -1.03 -0.47
C -2.662048 -0.279233 -0.153191 1.97 0.65 -2.15
S -4.154049 -0.620789 0.224398 -0.29 -0.35 0.84
N -1.440847 -0.684131 -0.701601 -1.98 0.50 0.23
C -0.287330 -1.232487 -0.233211 2.61 -0.03 0.16
N 0.882910 -0.799675 -0.558634 -1.67 0.07 0.26
N 1.985477 -1.541656 -0.132027 1.52 2.78 0.02
H -1.878858 2.405533 0.498227 -2.19 0.76 1.07
H -0.577688 1.345491 0.746536 -0.13 0.10 -0.39
H -0.765346 2.396195 -0.612574 2.19 1.76 -2.44
H -0.377656 -2.141453 0.346019 -0.44 -0.30 0.19
H 1.766463 -2.199059 0.566421 -0.58 -1.20 1.14
H 2.615775 -0.817549 0.340683 -0.89 -1.51 -1.11
```
Positions in Å, forces in eV/Å.

Output
- Energy above the lowest of the compared OMol25 structures with the same formula, charge and spin: 123.76 kcal/mol
- SMILES: CN1C(=S)N1/C=N/N
- E_LUMO: -0.17 eV
- Kohn-Sham gap: 0.3050 Ha
- F_max: 3.723 eV/A
- HOMO level: -8.47 eV

[7]
The following is a DFT calculation (ωB97M-V/def2-TZVPD) of a molecular structure, C3H6N4S.

Geometry as XYZ:
```
14
Properties=species:S:1:pos:R:3:forces:R:3
C -1.109725 -1.020175 0.529409 0.50 2.31 0.61
C -1.471216 0.299889 0.739675 0.12 -1.48 1.80
C -0.412421 1.189125 0.267120 -2.43 4.43 -0.97
H 1.522081 -1.931317 -1.170508 -1.91 0.11 -0.35
H 0.303160 -1.367516 -2.135676 -0.53 0.98 -0.88
H -1.434685 -1.923938 1.110178 0.12 0.85 -1.45
H -2.195769 0.683782 1.482267 0.31 -0.50 -0.81
H -0.978073 3.315946 0.599480 1.09 -3.69 -1.53
H 2.900890 -0.117688 0.812955 -1.59 1.92 -2.75
N 0.469679 -1.800361 -1.262210 1.83 -0.94 2.84
N 0.129697 -0.978497 -0.129905 1.33 -0.81 -1.31
N -0.432721 2.499448 0.031711 0.29 0.17 2.04
N 0.544961 0.397078 -0.299532 0.06 -1.32 -0.09
S 2.164142 0.754224 -0.574964 0.80 -2.03 2.86
```
Positions in Å, forces in eV/Å.

Output
- Energy above the lowest of the compared OMol25 structures with the same formula, charge and spin: 133.67 kcal/mol
- E_LUMO: -0.34 eV
- Kohn-Sham gap: 0.2856 Ha
- F_max: 5.149 eV/A
- HOMO level: -8.11 eV

[8]
The following is a DFT calculation (ωB97M-V/def2-TZVPD) of a molecular structure, C3H6N4S.

Geometry as XYZ:
```
14
Properties=species:S:1:pos:R:3:forces:R:3
C 2.266087 0.764832 -0.598334 0.28 -0.07 0.18
C 0.266601 -0.325748 0.269397 -0.22 0.94 1.83
C -2.028234 -0.142856 -0.247141 1.37 3.26 -0.09
H 3.309702 0.239013 -0.826392 -2.64 0.67 0.23
H 2.718611 1.862356 -0.217878 -2.06 -2.82 -0.77
H 1.499313 0.776557 -1.497975 2.37 0.56 1.27
H -0.094578 -1.974483 1.388617 0.72 -2.92 -0.21
H -2.602956 -1.473356 1.262104 1.16 1.02 -1.48
H -0.447371 1.472532 -0.766817 -1.48 -5.28 0.12
N 1.487978 -0.065165 0.463572 0.77 0.71 -1.31
N -0.502387 -1.103569 1.393150 -1.75 4.74 -4.65
N -1.834209 -1.117637 0.623898 -0.61 -2.72 3.44
N -0.680251 0.215200 -0.695648 0.93 3.66 1.36
S -3.358306 0.872323 -0.550554 1.15 -1.74 0.07
```
Positions in Å, forces in eV/Å.

Output
- Energy above the lowest of the compared OMol25 structures with the same formula, charge and spin: 100.74 kcal/mol
- E_LUMO: 0.11 eV
- Kohn-Sham gap: 0.3257 Ha
- F_max: 6.869 eV/A
- HOMO level: -8.76 eV

[9]
The following is a DFT calculation (ωB97M-V/def2-TZVPD) of a molecular structure, C3H6N6O5.

Geometry as XYZ:
```
20
Properties=species:S:1:pos:R:3:forces:R:3
C 1.371498 0.332426 -0.638403 0.54 -2.63 -0.02
C -0.354938 -1.504599 -0.258716 -2.53 0.32 4.47
C 0.934965 -0.825622 0.277580 -0.97 -2.01 0.69
N 1.791392 -2.018405 0.384982 0.65 -0.68 0.00
N -1.248092 0.505807 -1.018566 1.10 2.04 -0.50
N 0.324253 1.289519 -0.699008 -4.14 -1.20 -1.58
N -1.451557 -0.490801 -0.181784 0.44 -0.44 -0.58
N 0.294323 2.434257 0.000641 1.33 -0.75 -0.20
N -2.065703 -0.169621 1.089724 1.77 -0.55 -2.07
O 2.815168 -2.033055 -0.223953 0.15 0.42 -0.29
O 1.391117 2.782868 0.346859 1.40 1.15 1.02
O -0.728909 3.028552 0.150187 -1.45 0.42 0.01
O -1.963721 -1.027781 1.878318 -0.09 -1.98 2.49
O -2.615255 0.863353 1.135924 -1.41 2.15 0.34
H 2.284585 0.670488 -0.149324 0.03 0.68 -0.80
H 1.559696 -0.202121 -1.678700 -0.19 1.62 1.91
H -0.345912 -1.695877 -1.255509 0.54 -0.72 -2.97
H -0.792837 -2.422865 0.287545 1.46 1.43 -0.64
H 0.816296 -0.733069 1.406072 -0.22 1.02 -1.25
H -2.016369 1.216547 -0.853870 1.57 -0.29 -0.03
```
Positions in Å, forces in eV/Å.

Output
- Energy above the lowest of the compared OMol25 structures with the same formula, charge and spin: 37.73 kcal/mol
- E_LUMO: -0.50 eV
- Kohn-Sham gap: 0.3368 Ha
- F_max: 5.141 eV/A
- HOMO level: -9.67 eV

[10]
The following is a DFT calculation (ωB97M-V/def2-TZVPD) of a molecular structure, C3H6NNaO4S.

Geometry as XYZ:
```
16
Properties=species:S:1:pos:R:3:forces:R:3
C -0.127036 1.906331 0.646854 0.71 -0.69 -0.53
S -1.040356 0.406617 1.024927 -2.10 0.51 2.30
O -1.260283 0.401938 2.448710 1.49 -0.28 0.65
O -2.288467 0.385800 0.357162 0.11 -0.13 -1.90
N -0.128354 -0.989784 0.733376 0.88 0.67 -0.68
C 0.690394 -0.992493 -0.513369 -0.07 -0.59 0.39
C 0.054461 -0.370066 -1.785534 0.49 1.55 -1.62
O 0.794023 0.471369 -2.344110 0.64 -0.13 0.70
O -1.048474 -0.731104 -2.164400 -0.81 -1.35 0.62
H 0.734033 1.663720 0.020035 -0.19 0.14 -0.26
H 0.238241 2.353117 1.565487 -0.27 -0.15 0.20
H -0.808872 2.557743 0.112337 -0.04 -0.02 -0.06
H 0.545624 -1.016858 1.494363 -0.40 0.05 0.38
H 1.679082 -0.559109 -0.351107 -0.07 0.14 -0.03
H 0.846573 -2.053788 -0.768960 -0.64 2.78 -0.58
Na 1.191548 -3.526131 -0.481214 0.27 -2.50 0.42
```
Positions in Å, forces in eV/Å.

Output
- E_LUMO: -2.44 eV
- Kohn-Sham gap: 0.2068 Ha
- F_max: 3.154 eV/A
- HOMO level: -8.07 eV

Summary of energy in eV
-11209.148, -11215.770, -11212.411, -11209.103, -11204.729, -19998.969, -19998.540, -19999.968, -22373.633, -28137.036
(order as listed above)